Record 1
Molecular formula: C6H9F3N2O
Method: DFT, ωB97M-V/def2-TZVPD

Calculated values
Energy relative to the best compared isomer or geometry (same formula, charge and spin) ... 74.4 kJ/mol
HOMO-LUMO gap ... 9.3674 eV
F_max ... 3.318 eV/Å
Charge ... 0
LUMO energy ... 0.80 eV
SMILES ... C[C@H]1C=NN(C)[C@@]1(O)C(F)(F)F
Energy ... -718.30963 Eh
M ... 182.15 g/mol

Last column: Löwdin charge in e.
Geometry (Å):
C -0.57368 -2.37667 0.20693  -0.05
C -0.85763 -0.97652 -0.34843  -0.19
C -1.94473 -0.18703 0.39974  -0.11
N -1.58662 0.96596 0.78864  0.09
N -0.30165 1.26573 0.38870  -0.19
C 0.10418 2.60944 0.05975  -0.06
C 0.29944 0.18955 -0.38419  -0.30
O 0.60680 0.52170 -1.70374  0.06
C 1.73762 -0.22708 0.33583  -0.58
F 2.25251 -1.38464 0.02314  0.18
F 2.64491 0.70484 -0.05541  0.12
F 1.62897 -0.15943 1.64001  0.18
H 0.39636 -2.61949 0.63707  0.06
H -0.74531 -3.13290 -0.59828  0.08
H -1.43555 -2.58804 0.92651  0.09
H -1.30713 -1.11061 -1.32088  0.13
H -2.83666 -0.61944 0.80321  0.10
H -0.13934 2.81540 -1.02643  0.09
H -0.58772 3.24797 0.81344  0.13
H 1.19172 2.73754 0.40913  0.10
H 1.45350 0.32373 -1.99475  0.07

Atoms 1-3, force components in eV/Å:
-1.98 -1.15 0.07
0.31 1.74 0.73
1.83 -0.50 0.63

Record 2
Molecular formula: C21H34Br21IN2O5
Method: DFT, ωB97M-V/def2-TZVPD

Calculated values
Energy relative to the best compared isomer or geometry (same formula, charge and spin) ... 0.0 kJ/mol
HOMO-LUMO gap ... 9.0106 eV
F_max ... 2.762 eV/Å
Charge ... 0
LUMO energy ... -0.14 eV
Energy ... -55658.08438 Eh
M ... 2199.40 g/mol

Last column: Löwdin charge in e.
Geometry (Å):
C 2.99452 2.13434 1.78508  -0.10
C 3.05757 1.13698 0.64908  -0.28
C 2.21898 -0.09966 0.96054  -0.21
C 1.28307 -0.54520 -0.14172  -0.18
N 0.24254 -1.36564 0.49802  0.07
C -0.25634 -2.42648 -0.24542  -0.49
O 0.15096 -3.58749 -0.16299  0.10
O -1.23846 -2.12336 -1.16167  -0.03
C -2.47581 -1.64353 -0.64422  -0.82
I -3.69945 -1.32049 -2.45768  0.96
C -3.16251 -2.73379 0.13630  -0.13
C -4.36030 -2.22375 0.84344  -0.52
C -5.55148 -3.03607 0.67270  -0.01
O -4.72553 -2.99442 1.89502  -0.16
O -2.39142 -0.51283 0.08211  -0.12
C -1.76133 0.60245 -0.53581  -0.21
C -2.67325 1.78247 -0.79956  -0.22
N -3.58790 2.07994 0.30506  -0.03
C -3.97667 3.50121 0.18984  -0.19
C -5.25500 3.86520 0.89731  -0.44
C -5.32946 3.32288 2.28715  -0.05
O -6.31650 3.38020 0.08005  -0.03
H 3.58519 1.79953 2.61933  0.05
H 3.33814 3.10433 1.46291  0.06
H 1.97516 2.24900 2.12388  0.07
H 4.07007 0.81584 0.46658  0.10
H 2.65192 1.63735 -0.22289  0.00
H 2.82828 -0.95008 1.22704  0.03
H 1.57994 0.09828 1.81168  0.11
H 1.84279 -1.12040 -0.87033  0.13
H 0.84705 0.32351 -0.60660  0.09
H 0.52394 -1.69065 1.40689  0.11
H -3.49988 -3.50270 -0.52685  0.11
H -2.53612 -3.10784 0.93686  0.15
H -4.50290 -1.17363 0.86898  0.08
H -5.46860 -4.03151 0.28516  0.12
H -6.46178 -2.71522 1.13664  0.11
H -0.99486 0.93024 0.14940  0.11
H -1.26043 0.32842 -1.45365  0.11
H -2.00106 2.62570 -0.95326  0.12
H -3.27785 1.60627 -1.67191  0.07
H -3.08282 1.97090 1.17540  0.10
H -4.09654 3.72995 -0.85674  0.12
H -3.15430 4.11566 0.55290  0.12
H -5.32754 4.94621 0.93967  0.13
H -4.48330 3.69490 2.84696  0.09
H -5.27264 2.25216 2.28525  0.06
H -6.24908 3.63918 2.75942  0.08
H -7.07356 3.21708 0.63965  0.08
C -4.14598 -1.00972 5.21527  -1.61
Br -3.66302 0.58281 6.19420  0.56
Br -3.97794 -0.78217 3.31911  0.79
Br -3.15646 -2.53991 5.82757  0.58
H -5.18702 -1.20070 5.42274  -0.03
C 4.64724 -3.59099 2.84029  -1.62
Br 3.04771 -3.52922 1.77796  0.67
Br 6.22369 -3.54699 1.74526  0.55
Br 4.68976 -2.19181 4.15615  0.55
H 4.64966 -4.53277 3.36727  -0.03
C 7.34852 3.12345 2.27207  -1.65
Br 6.83799 1.41874 2.99574  0.56
Br 7.00885 3.21144 0.38125  0.57
Br 6.50329 4.57045 3.21218  0.57
H 8.41267 3.22668 2.41206  -0.03
C -1.91972 1.76388 -6.22662  -1.64
Br -1.16869 3.15407 -5.13135  0.57
Br -2.85701 2.47472 -7.74561  0.58
Br -0.58225 0.49287 -6.75582  0.54
H -2.64025 1.23782 -5.62268  -0.04
C 4.06116 1.24226 -3.46458  -1.64
Br 5.51235 1.73777 -4.62235  0.59
Br 3.45960 2.72457 -2.39954  0.63
Br 2.61185 0.46661 -4.45532  0.56
H 4.43826 0.49558 -2.78241  -0.03
C 8.69679 -4.59738 5.21121  -1.64
Br 8.94282 -2.83830 4.47643  0.55
Br 7.30485 -4.61980 6.53677  0.57
Br 8.38038 -5.91170 3.84298  0.56
H 9.61627 -4.86668 5.70573  -0.03
C -0.20102 -1.60452 -10.05888  -1.67
Br 1.39236 -1.90002 -9.02185  0.55
Br -0.29248 0.19760 -10.71746  0.56
Br -0.36352 -2.88823 -11.47958  0.58
H -1.04205 -1.74816 -9.39832  -0.04

Atoms 1-3, force components in eV/Å:
0.14 -0.05 -0.15
-0.79 -0.25 0.28
-0.09 0.07 -0.05

Record 3
Molecular formula: C2H2Cl2O2S
Method: DFT, ωB97M-V/def2-TZVPD

Calculated values
Energy relative to the best compared isomer or geometry (same formula, charge and spin) ... 587.8 kJ/mol
HOMO-LUMO gap (spin up / spin down) ... 8.3906 / 8.6766 eV
F_max ... 7.379 eV/Å
Charge ... 0
LUMO energy (spin up / spin down) ... -1.09 / -1.69 eV
Energy ... -1546.22999 Eh
M ... 161.01 g/mol

Last column: Löwdin charge in e.
Geometry (Å):
C -1.76050 0.26422 -0.72952  0.21
C -0.15634 0.62855 0.42200  -0.83
O 2.05909 -0.11829 1.36314  -0.36
O 0.57532 -1.94184 0.75045  -0.32
S 1.04419 -0.62604 0.54512  0.19
Cl 0.53353 2.05259 0.77997  0.76
Cl 1.67778 -0.56708 -1.42068  0.36
H -2.07660 1.03998 -1.32742  -0.01
H -1.89646 -0.73208 -0.38307  0.00

Atoms 1-3, force components in eV/Å:
5.69 -0.39 4.69
-4.28 -1.81 -3.01
1.69 0.38 0.94

Record 4
Molecular formula: C38H32BrN9O8SV
Method: DFT, ωB97M-V/def2-TZVPD

Calculated values
⟨S²⟩ ... 2.0099
Energy relative to the best compared isomer or geometry (same formula, charge and spin) ... 318.0 kJ/mol
HOMO-LUMO gap (spin up / spin down) ... 6.6488 / 6.6948 eV
F_max ... 0.906 eV/Å
Charge ... +1
LUMO energy (spin up / spin down) ... -3.55 / -3.59 eV
Energy ... -6477.91248 Eh
Multiplicity ... 3
M ... 905.64 g/mol

Last column: Löwdin spin population.
Geometry (Å):
V 0.31549 -0.38956 -0.12332  1.86
Br -4.33592 -5.79703 2.77753  0.00
C -3.20012 -4.61225 1.83928  0.00
C -3.56252 -4.15512 0.58742  0.00
C -2.73615 -3.26948 -0.09149  0.00
C -1.54676 -2.81251 0.47398  0.00
O -0.71854 -1.95917 -0.14232  0.03
C -1.16758 -3.35355 1.71612  0.00
C 0.19591 -3.00166 2.16825  0.00
N 0.41538 -2.04512 2.96196  0.00
C 1.75249 -1.65506 3.14518  0.00
C 2.20081 -1.40615 4.41699  0.00
C 3.54202 -1.07479 4.67537  0.00
C 4.44349 -1.02378 3.65364  0.00
C 4.01632 -1.25056 2.32580  0.00
C 4.93584 -1.29510 1.25303  0.00
C 4.49493 -1.57304 -0.00627  0.00
C 3.10763 -1.67567 -0.21575  0.01
N 2.20606 -1.58093 0.73870  0.01
C 2.64903 -1.49202 2.04195  0.00
C -1.98874 -4.23327 2.39713  0.00
H -4.48474 -4.49334 0.13507  0.00
H -3.01178 -2.96815 -1.09150  0.00
H 1.01235 -3.56743 1.70635  0.00
H 1.49397 -1.49856 5.23122  0.00
H 3.85739 -0.89205 5.69340  0.00
H 5.49042 -0.82144 3.83892  0.00
H 5.98802 -1.13831 1.45776  0.00
H 5.17290 -1.67100 -0.84248  0.00
H 2.72643 -1.79459 -1.22079  0.00
H -1.68113 -4.63294 3.35436  0.00
N 1.97312 1.15177 -0.03770  -0.01
N 1.50290 2.45189 -0.33329  0.00
C 0.13744 2.56838 -0.29270  0.00
N -0.34322 3.77629 0.03260  0.00
N -0.56747 1.51182 -0.63914  0.00
N -1.95295 1.77601 -0.45477  0.00
O -2.64811 0.56503 -0.39176  0.01
O -2.37652 2.65250 -1.48064  0.00
H 2.23449 1.14846 0.95670  0.00
H 2.79084 0.96722 -0.60672  0.00
H 1.99627 3.19301 0.15100  0.00
H 0.17021 4.28629 0.74928  0.00
H -1.34610 3.87377 0.05918  0.00
O 2.06709 3.30940 4.53797  0.00
S 1.19293 3.27794 3.41058  0.00
O 1.24306 4.38980 2.48147  0.00
N 1.37413 1.90312 2.53084  0.01
C 0.24235 1.24328 2.45985  0.00
O 0.08657 0.24064 1.70362  0.01
C -0.86922 1.77971 3.28442  0.00
C -2.13420 1.25756 3.47340  0.00
C -2.99815 1.96021 4.30550  0.00
C -2.60012 3.14555 4.91821  0.00
C -1.32531 3.66961 4.72125  0.00
C -0.48290 2.95905 3.89449  0.00
H -2.42191 0.33082 2.99419  0.00
H -3.99478 1.58034 4.48594  0.00
H -3.29424 3.66736 5.56335  0.00
H -1.01147 4.58731 5.19934  0.00
C -0.34748 2.38077 -4.63928  0.00
O -0.75650 1.08854 -4.17463  0.00
C -1.68041 0.97703 -3.22138  0.00
C -2.58555 2.13623 -2.81372  0.00
C -4.03997 1.69619 -2.85520  0.00
C -4.29247 0.58591 -2.19157  0.00
C -3.07075 -0.10736 -1.61185  0.00
C -1.98875 -0.19733 -2.65765  0.00
N -1.63842 -1.48474 -3.12606  0.01
C -0.66880 -1.93756 -3.89098  0.01
C 0.60720 -1.39882 -4.15292  0.00
C 1.20393 -1.68628 -5.40306  0.00
C 2.40061 -1.12956 -5.75577  0.00
C 3.05901 -0.29583 -4.83202  0.00
C 2.54709 -0.06089 -3.58123  0.00
C 1.31718 -0.63625 -3.18118  0.00
O 0.89887 -0.58029 -1.97060  0.00
H 0.51993 2.19519 -5.26515  0.00
H -0.06432 3.02019 -3.80243  0.00
H -1.12901 2.85026 -5.23591  0.00
H -2.40805 2.99862 -3.44926  0.00
H -4.78768 2.34343 -3.29087  0.00
H -5.28143 0.19091 -2.00643  0.00
H -3.32173 -1.08612 -1.21908  0.00
H -2.40245 -2.13941 -3.01538  0.00
H -0.92170 -2.87006 -4.38731  0.00
H 0.67148 -2.32396 -6.09931  0.00
H 2.83973 -1.32449 -6.72317  0.00
H 4.00638 0.15135 -5.10668  0.00
H 3.08644 0.55382 -2.87187  0.00

Atoms 1-3, force components in eV/Å:
0.89 0.09 -0.11
0.00 0.00 0.00
0.00 -0.01 0.02